Entry 1:
{"formula": "C52H40AsCl5IrP2S2", "method": "ωB97M-V with the def2-TZVPD basis set", "symbols": ["Ir", "Cl", "C", "C", "C", "Cl", "C", "Cl", "C", "Cl", "C", "Cl", "C", "C", "P", "C", "C", "C", "C", "C", "C", "C", "C", "C", "C", "C", "C", "C", "P", "C", "C", "C", "C", "C", "C", "C", "C", "C", "C", "C", "C", "H", "H", "H", "H", "H", "H", "H", "H", "H", "H", "H", "H", "H", "H", "H", "H", "H", "H", "H", "H", "H", "H", "H", "H", "H", "H", "S", "C", "C", "C", "C", "C", "C", "As", "C", "C", "C", "C", "C", "C", "C", "C", "C", "C", "C", "C", "H", "H", "H", "H", "H", "H", "H", "H", "H", "H", "H", "H", "H", "H", "S", "C"], "coordinates": [[-0.46426, 0.12775, -0.36180], [-3.91016, -0.69915, 0.89560], [-3.57576, -0.63315, -0.79810], [-2.26906, -0.45535, -1.24840], [-2.05906, -0.64835, -2.61340], [-0.42156, -0.54495, -3.15650], [-3.07526, -0.94065, -3.51250], [-2.73706, -1.18285, -5.17890], [-4.38396, -1.03785, -3.03830], [-5.66046, -1.37155, -4.13610], [-4.63206, -0.88995, -1.67410], [-6.22486, -1.07695, -1.06480], [0.81884, 4.00475, 0.47290], [-0.60356, 3.98345, -0.06540], [-1.22746, 2.40455, -0.84260], [-2.98596, 2.79925, -0.56820], [-3.58226, 2.30715, 0.58720], [-4.91526, 2.56445, 0.85320], [-5.64706, 3.36155, -0.00980], [-5.03066, 3.93475, -1.10960], [-3.70516, 3.65895, -1.39180], [-0.96546, 2.67345, -2.62000], [-1.95046, 2.35625, -3.55370], [-1.71126, 2.54355, -4.90380], [-0.48316, 3.01885, -5.33520], [0.51624, 3.29145, -4.41550], [0.28074, 3.10765, -3.06490], [0.95384, 3.14325, 1.72920], [2.08894, 1.76305, 1.40340], [3.70024, 2.47955, 1.00020], [4.17864, 2.52655, -0.30310], [5.43624, 3.04725, -0.55300], [6.18844, 3.56755, 0.48730], [5.69034, 3.56445, 1.78120], [4.45134, 3.01115, 2.04360], [2.34834, 0.95505, 3.00640], [1.58174, 1.27765, 4.12300], [1.83404, 0.64865, 5.32740], [2.82124, -0.31815, 5.41710], [3.58024, -0.64375, 4.30130], [3.34214, -0.01745, 3.09290], [1.08404, 5.03785, 0.70690], [1.52314, 3.65345, -0.28770], [-0.74026, 4.76975, -0.81450], [-1.29206, 4.18915, 0.76140], [-2.98916, 1.71465, 1.26840], [-5.38746, 2.14435, 1.72790], [-6.69016, 3.55535, 0.17890], [-5.58226, 4.60205, -1.75240], [-3.22996, 4.12015, -2.24400], [-2.90366, 1.97035, -3.22130], [-2.48436, 2.31725, -5.62300], [-0.30276, 3.15905, -6.39010], [1.47684, 3.64855, -4.75770], [1.06784, 3.30425, -2.35250], [-0.01116, 2.72345, 2.02740], [1.37264, 3.71285, 2.56390], [3.59124, 2.12425, -1.11520], [5.81714, 3.04655, -1.56420], [7.17184, 3.96625, 0.28890], [6.26894, 3.99445, 2.58660], [4.07424, 2.97105, 3.05650], [0.80074, 2.01975, 4.05490], [1.25694, 0.92515, 6.19690], [3.00174, -0.81925, 6.35470], [4.35884, -1.38555, 4.37890], [3.92854, -0.26075, 2.21490], [-0.82056, -0.02965, 2.13560], [-0.62316, -1.70355, 2.58250], [-0.75096, -1.97235, 3.95000], [-0.69246, -3.26565, 4.41990], [-0.50486, -4.31565, 3.53130], [-0.34996, -4.04965, 2.18140], [-0.39456, -2.75305, 1.68140], [-0.10566, -2.47295, -0.23350], [-1.23786, -3.91045, -0.92860], [-0.73496, -5.10355, -1.43860], [-1.60616, -6.09255, -1.86660], [-2.97666, -5.89285, -1.82650], [-3.48116, -4.70765, -1.31830], [-2.61486, -3.73315, -0.85830], [1.66464, -3.26525, -0.48510], [2.52304, -3.54705, 0.56980], [3.78904, -4.05055, 0.32170], [4.20334, -4.27775, -0.98030], [3.35584, -3.99135, -2.04090], [2.09524, -3.47805, -1.79410], [-0.92476, -1.14635, 4.62350], [-0.79396, -3.46315, 5.47590], [-0.49626, -5.33425, 3.88790], [-0.20126, -4.87015, 1.48810], [0.33504, -5.27945, -1.47950], [-1.21256, -7.02885, -2.23240], [-3.64636, -6.66175, -2.18370], [-4.54766, -4.54295, -1.27060], [-3.00376, -2.83265, -0.40860], [2.20584, -3.36325, 1.59040], [4.45544, -4.25735, 1.14760], [5.18894, -4.67725, -1.16560], [3.68524, -4.15185, -3.05800], [1.42614, -3.24525, -2.61930], [2.53344, -0.26315, -0.67260], [1.48744, 0.86385, 0.02760]], "relative_energy_kcal_mol": 37.50, "max_force_ev_per_a": 4.2, "total_charge": 1, "homo_lumo_gap_ev": 5.8954}


Entry 2:
{"formula": "C52H41BiF3N9O5", "method": "ωB97M-V with the def2-TZVPD basis set", "symbols": ["Bi", "C", "C", "C", "C", "N", "C", "C", "C", "C", "C", "C", "N", "C", "C", "C", "C", "C", "N", "H", "H", "H", "H", "H", "H", "H", "H", "H", "H", "H", "O", "C", "C", "O", "O", "C", "C", "C", "C", "C", "C", "C", "C", "C", "C", "C", "C", "H", "H", "H", "H", "H", "H", "H", "H", "H", "H", "H", "F", "C", "F", "F", "C", "C", "C", "C", "C", "C", "C", "C", "H", "H", "H", "H", "N", "C", "C", "C", "C", "C", "N", "C", "H", "H", "H", "H", "N", "C", "O", "C", "C", "N", "C", "N", "H", "H", "C", "N", "C", "C", "C", "O", "H", "H", "H", "H", "H", "H", "H", "H", "H"], "coordinates": [[0.85730, 0.03700, -1.03959], [4.63741, 1.15268, -3.28602], [5.67126, 0.74443, -2.47648], [5.44081, -0.20147, -1.51376], [4.09768, -0.55538, -1.30973], [3.10422, -0.13953, -2.13276], [3.34257, 0.68555, -3.07353], [3.66371, -1.41604, -0.11557], [4.63834, -2.67621, 0.30594], [3.84969, -3.79060, 0.96886], [2.51817, -3.73701, 0.99138], [1.69345, -2.78293, 0.26826], [2.25483, -1.78266, -0.30023], [0.28861, -3.00885, -0.09717], [-0.44254, -3.98353, 0.51921], [-1.84596, -3.98222, 0.25643], [-2.30456, -3.24383, -0.81635], [-1.44673, -2.28531, -1.39345], [-0.19639, -2.17512, -1.01809], [4.81898, 1.87864, -4.02081], [6.65251, 1.23930, -2.56404], [6.15283, -0.49711, -0.80852], [2.51543, 0.91165, -3.76423], [5.40491, -3.02469, -0.37903], [4.29844, -4.54869, 1.56482], [1.98202, -4.47666, 1.53006], [0.07666, -4.63461, 1.22713], [-2.50438, -4.60158, 0.88127], [-3.33575, -3.22809, -1.11037], [-1.88618, -1.51888, -2.05235], [-0.25269, 0.34188, 3.94397], [-0.89367, -0.82092, 3.42895], [-0.85371, -0.75129, 1.88144], [-1.82701, -1.14575, 1.17716], [0.17416, -0.14243, 1.51236], [-2.30489, -0.81659, 4.03339], [-3.35908, -1.60882, 3.55185], [-4.60208, -1.55915, 4.14079], [-4.75713, -0.67175, 5.24147], [-3.70975, 0.08096, 5.79074], [-2.49266, 0.02226, 5.21101], [-0.04881, -2.10940, 3.85784], [-0.49366, -3.36381, 3.49134], [0.32688, -4.47450, 3.85876], [1.45380, -4.28036, 4.61399], [1.81468, -3.00565, 4.99244], [1.08381, -1.93190, 4.58792], [0.63037, 0.28656, 3.49281], [-3.19342, -1.94822, 2.54151], [-5.46126, -2.02039, 3.59785], [-5.80076, -0.57186, 5.57799], [-3.87477, 0.84682, 6.55878], [-1.68598, 0.56597, 5.58481], [-1.34528, -3.54208, 2.84400], [0.01325, -5.49122, 3.57127], [2.01121, -5.06791, 5.01549], [2.73753, -2.90498, 5.53692], [1.39187, -0.94454, 4.89890], [-6.10847, 1.95874, -7.27448], [-5.01204, 1.43270, -7.91403], [-5.37893, 0.27258, -8.38221], [-4.79979, 2.25551, -8.92814], [-3.82153, 1.25322, -6.99902], [-4.01852, 1.43089, -5.64812], [-2.97068, 1.21932, -4.79948], [-1.78718, 0.66875, -5.21510], [-1.61560, 0.39990, -6.58033], [-2.59586, 0.72896, -7.47544], [-0.66475, 0.32632, -4.25771], [0.07188, 0.00700, -3.32925], [-5.01074, 1.78306, -5.31347], [-2.98638, 1.47699, -3.77680], [-0.70262, -0.03090, -6.96476], [-2.60968, 0.51902, -8.57122], [4.09592, 6.39784, 0.07193], [3.27198, 5.82304, -0.50396], [2.36020, 5.05069, -1.30384], [1.46449, 5.63699, -2.23893], [0.83502, 4.77406, -3.05881], [1.03186, 3.38559, -2.90703], [1.74124, 2.81935, -1.91956], [2.40037, 3.62455, -1.10964], [1.45846, 6.69491, -2.32678], [0.22343, 5.16348, -3.86420], [0.46254, 2.68349, -3.51356], [3.10852, 3.20148, -0.39024], [2.49256, 2.02080, 2.51250], [2.96882, 1.10983, 1.66629], [2.77813, 1.26086, 0.38259], [3.74293, 0.04660, 2.18069], [4.18660, -0.97193, 1.29515], [5.07839, -1.86218, 1.51436], [3.99882, -0.06181, 3.51972], [4.04016, -0.03625, 4.67093], [2.57649, 1.92018, 3.53337], [1.97482, 2.79890, 2.11303], [-2.74525, 2.17969, 2.02759], [-1.98620, 2.09424, 0.79074], [-0.71385, 2.70833, 0.84354], [-2.30873, 1.11772, -0.03520], [-3.68031, 0.50789, -0.16335], [-1.52394, 0.78926, -0.95864], [-2.12253, 1.78912, 2.81266], [-3.61926, 1.54169, 1.91652], [-3.07288, 3.20473, 2.19032], [-0.24689, 2.71894, -0.14204], [-0.07898, 2.07750, 1.48576], [-0.84365, 3.67657, 1.28541], [-4.44224, 0.95278, 0.54182], [-3.65668, -0.59462, -0.04882], [-3.91780, 0.72445, -1.21779]], "relative_energy_kcal_mol": 0.00, "max_force_ev_per_a": 3.8, "homo_lumo_gap_ev": 6.3800}


> Number 2 is which compound?

C52H41BiF3N9O5